[1]
19
Properties=species:S:1:pos:R:3:forces:R:3 method="wB97M-V/def2-TZVPD" mol_weight_g_mol=117.1 e_homo_ev=-10.15 e_above_lowest_kcal_mol=60.7 homo_lumo_gap_ev=10.971
C 0.2137 -0.9362 0.2103 -2.4 -1.8 -0.9
N 0.9398 0.0069 -0.4949 -1.8 0.6 0.9
C 0.1493 0.6762 -1.5990 0.6 0.8 0.2
C 0.3645 2.1584 -1.2728 0.0 -0.1 -0.6
C 0.1682 2.2516 0.2269 0.6 -0.3 0.2
C 0.6998 0.8871 0.7683 2.2 3.8 0.2
O -1.0088 -1.0731 0.1435 1.5 -0.5 -0.2
H 0.8089 -1.5604 0.8986 0.2 0.2 -0.1
H -0.9202 0.4829 -1.6446 0.1 -0.5 0.4
H 0.5971 0.3933 -2.5511 0.1 -0.1 0.1
H 1.3987 2.4151 -1.5224 0.0 0.0 0.2
H -0.2583 2.8526 -1.8367 -0.2 -0.2 -0.1
H 0.8079 3.0672 0.5718 -0.2 -0.1 0.4
H -0.8344 2.4147 0.6161 -0.2 0.1 -0.5
H 1.6812 1.1188 1.1845 0.1 -0.5 0.1
H 0.0742 0.6485 1.6321 -0.1 -0.9 -0.6
H -0.6871 -2.6406 1.1756 -0.8 -0.2 0.8
H -1.4445 -3.7997 0.7805 -0.4 -0.4 0.3
O -1.1567 -3.3859 1.6044 0.7 0.1 -0.8

***

[2]
19
Properties=species:S:1:pos:R:3:forces:R:3 method="wB97M-V/def2-TZVPD" mol_weight_g_mol=117.1 e_homo_ev=-9.35 e_above_lowest_kcal_mol=57.2 homo_lumo_gap_ev=10.019
C -1.8457 -1.5686 0.2942 0.2 0.2 0.0
N -1.1209 -0.3444 0.6196 -2.1 1.5 -0.5
C -1.5691 0.8651 0.0151 -0.8 -1.6 2.9
O -2.5696 0.9434 -0.6578 0.8 0.0 -0.6
H -0.6737 -0.3483 1.5310 -0.2 0.5 -0.5
H -1.0429 1.7348 0.4383 0.2 0.1 -0.4
H -2.9053 -1.3426 0.1974 -0.1 -0.1 0.0
H -1.4859 -1.9740 -0.6500 0.0 -0.1 -0.1
H -1.6774 -2.3161 1.0682 0.0 0.1 0.0
C 0.7703 0.4278 -1.4603 0.9 -1.3 2.4
C 2.1503 0.7967 0.7562 -0.7 0.4 1.0
C 1.1515 -0.1498 0.1299 2.5 0.0 -3.9
O 1.2006 -1.3242 0.4115 -0.3 0.5 -0.3
H 1.8738 1.8407 0.6308 0.0 0.1 0.0
H 2.2785 0.5652 1.8141 0.0 0.1 0.0
H 0.4790 1.4705 -1.5849 -0.4 -0.2 0.5
H 0.1079 -0.2948 -1.9298 0.0 0.2 -0.1
H 1.7641 0.3910 -1.9032 0.1 -0.3 -0.2
H 3.1146 0.6277 0.2798 -0.1 -0.1 -0.2

***

[3]
19
Properties=species:S:1:pos:R:3:forces:R:3 method="wB97M-V/def2-TZVPD" mol_weight_g_mol=117.1 e_homo_ev=-8.03 e_above_lowest_kcal_mol=151.5 homo_lumo_gap_ev=5.226
O -2.8627 -0.4230 -1.0145 0.3 0.0 0.0
C -2.8311 -0.1252 0.1743 -0.9 -0.2 0.4
C -1.7875 0.6089 0.7928 1.4 -0.5 -0.4
C -0.7196 1.0806 -0.1144 -1.5 0.7 0.4
C 0.6523 0.9435 0.2748 -0.1 0.4 0.3
C 1.0938 -0.2992 0.7958 -0.1 -1.2 0.7
N 2.3239 -0.6748 0.7758 -0.2 0.8 -0.7
H -3.6990 -0.3567 0.8185 0.0 0.1 -0.1
H -1.5871 -3.2150 -1.0395 0.0 0.0 0.0
H -1.8166 0.9006 1.8314 0.1 -0.1 0.0
H -1.1237 2.1037 -0.2650 0.9 0.3 -0.3
H -0.9089 0.6778 -1.1253 -0.1 -0.1 -0.2
H 1.3886 1.6993 0.0319 0.0 0.0 -0.2
H 0.3036 -0.9644 1.1629 -0.2 -0.2 -0.5
H 2.9729 0.1993 -0.6611 0.9 0.4 -0.1
H 2.4596 -1.6798 0.7328 -0.2 -0.1 0.7
H -1.3154 -2.5395 -0.8994 0.0 0.0 0.0
H 3.9094 1.4298 -0.9407 0.0 0.0 0.3
O 3.5476 0.6339 -1.3311 -0.4 -0.2 -0.5

***

[4]
19
Properties=species:S:1:pos:R:3:forces:R:3 method="wB97M-V/def2-TZVPD" mol_weight_g_mol=117.1 e_homo_ev="-14.87 / -14.95" charge=+1 e_above_lowest_kcal_mol=122.1 spin_multiplicity=2 homo_lumo_gap_ev="9.524 / 6.497"
C -0.5564 -0.9703 0.1473 -2.8 -1.2 -0.8
C -1.6056 0.0181 0.7082 0.6 0.5 1.3
O -1.4232 0.1600 2.1968 1.9 -2.2 -3.4
C 0.8482 -0.9350 0.5456 1.9 -1.7 1.0
N 1.3714 0.4036 0.5954 -2.1 0.7 -4.6
C 1.0205 1.1237 -0.6557 1.1 0.1 2.4
C 0.9863 0.4898 -2.0105 2.3 0.5 -6.3
O 0.5532 0.9204 -3.1703 1.7 -1.5 6.0
H -0.9451 -1.9559 0.4511 0.3 0.2 -0.1
H -0.6042 -1.0447 -0.9600 -0.5 0.3 0.4
H -2.5368 -0.4941 0.4860 -0.4 0.4 0.2
H -1.6247 1.0269 0.2129 0.1 -0.7 0.5
H -1.9668 0.8290 2.5241 -1.6 1.8 0.7
H 1.4422 -1.5725 -0.1490 -0.2 0.5 0.4
H 0.9228 -1.4167 1.5277 0.4 0.5 -0.1
H 0.9665 0.8020 1.4260 0.4 1.3 0.6
H 1.4451 2.1291 -0.6613 -1.1 0.3 -0.1
H -0.0565 0.8259 -1.2300 -0.5 0.7 2.0
H 1.7630 -0.3393 -1.9843 -1.4 -0.2 -0.2

***

[5]
19
Properties=species:S:1:pos:R:3:forces:R:3 method="wB97M-V/def2-TZVPD" mol_weight_g_mol=117.1 e_homo_ev="-13.83 / -13.83" charge=+1 e_above_lowest_kcal_mol=71.8 spin_multiplicity=2 homo_lumo_gap_ev="10.212 / 4.604"
C 0.7510 -0.4179 -0.1357 0.0 1.0 -0.4
C 0.0571 0.0154 1.1452 2.1 -1.1 3.2
C -0.9080 -1.0240 1.7595 2.8 1.1 5.0
O -0.2992 -2.1483 2.4302 0.7 0.5 -0.1
C -0.0969 -0.5282 -1.3061 0.5 2.2 1.5
N -0.2920 0.7024 -1.9951 2.7 2.5 3.0
C 0.3363 2.0751 -1.5322 -3.3 -0.3 0.3
O -0.7023 -1.4927 -1.5928 -1.8 -1.6 -1.8
H 1.1173 -1.3997 -0.1191 0.9 -1.4 1.0
H 1.5653 0.2137 -0.4458 0.6 0.3 0.4
H -0.3070 1.0164 1.3300 -0.5 0.4 -1.1
H 0.9411 0.0460 1.8807 -1.2 -0.2 -0.8
H -1.5167 -1.4172 1.1014 -3.6 -1.5 -3.5
H -1.4453 -0.6485 2.6931 0.3 0.4 -1.8
H 0.1111 -2.7827 1.8415 0.0 -0.1 -0.4
H -0.9003 0.6560 -2.7247 -2.4 0.1 -3.0
H 1.2920 1.9964 -1.8949 2.7 -0.2 -1.0
H -0.1346 3.0039 -2.0328 0.3 -1.9 0.9
H 0.4312 2.1337 -0.4024 -0.6 -0.2 -1.5

***

[6]
20
Properties=species:S:1:pos:R:3:forces:R:3 method="wB97M-V/def2-TZVPD" mol_weight_g_mol=133.1 e_homo_ev=-9.45 e_above_lowest_kcal_mol=68.7 homo_lumo_gap_ev=10.122
C -0.3451 1.4830 1.4626 0.1 0.0 0.0
C 2.0677 -0.1564 0.0182 -0.4 -0.2 0.6
N -0.1476 1.1202 0.0680 0.4 -0.4 -0.8
C 1.1471 0.9354 -0.4624 0.4 1.5 -1.0
O -0.9654 1.9646 -0.7400 0.8 -0.1 0.1
O 1.5424 1.6477 -1.3909 -1.0 -0.8 0.6
H -0.3608 2.2321 -1.4657 0.0 0.0 0.3
H 0.1205 0.7382 2.1088 0.0 0.0 -0.1
H 0.0989 2.4632 1.6538 -0.1 0.0 0.1
H -1.4174 1.5240 1.6723 0.2 -0.1 -0.1
H 2.9961 0.2761 0.3969 -0.2 0.1 0.0
H 2.3464 -0.7923 -0.8288 -0.2 0.2 0.0
H 1.6058 -0.7852 0.7785 0.2 0.0 0.1
C -1.3119 -1.7382 -1.1194 0.0 0.0 0.1
C -1.1648 -1.8562 0.3675 0.1 -1.5 1.3
O -1.7597 -2.6940 1.0314 0.4 1.1 -0.8
H -0.3856 -1.2378 0.9005 -0.8 -0.2 -0.6
H -0.3443 -1.5250 -1.5773 -0.1 0.2 0.0
H -1.7083 -2.6679 -1.5320 0.0 0.1 0.2
H -2.0140 -0.9315 -1.3419 0.2 0.1 -0.1

***

Number 1: E_tot -10946.63294 eV. Number 2: E_tot -10946.78599 eV. Number 3: E_tot -10942.69654 eV. Number 4: E_tot -10935.18200 eV. Number 5: E_tot -10937.36103 eV. Number 6: E_tot -12993.87221 eV.